# C4H7NO

The molecule C4H7NO at a distorted geometry (the ωB97M-V functional and the def2-TZVPD basis, the OMol25 dataset).

Structure (XYZ):
```
13
Properties=species:S:1:pos:R:3:forces:R:3
C -0.9333 -1.2807 -0.1314 -0.40 -0.03 -0.33
O 0.2672 -1.5110 0.5562 0.13 -0.05 -0.10
C 1.1306 -0.4762 0.5138 0.56 -0.92 0.62
C 0.8435 0.9002 0.4789 -0.42 0.96 -0.45
N 0.3900 1.5361 -0.8843 0.52 0.05 -0.53
C -0.4410 1.5933 0.1699 -0.44 0.01 0.44
H -1.6773 -0.7674 0.4978 0.24 -0.18 -0.21
H -1.3178 -2.2442 -0.4538 -0.08 -0.05 0.10
H 2.1209 -0.8039 0.8114 -0.12 0.17 0.18
H -0.6895 -0.6841 -1.0173 -0.48 -0.17 -0.01
H 1.5942 1.5089 0.9606 0.20 0.03 -0.19
H 0.2060 0.9223 -1.7073 -0.10 0.28 0.52
H -1.4934 1.3065 0.2056 0.39 -0.09 -0.04
```
Forces are in eV/Å.

Its charge is 0. The calculation puts the HOMO energy (alpha / beta) at -7.210 / -7.378 eV. For the energy, the calculation gives -7793.648 eV. The calculation puts the LUMO energy (alpha / beta) at 0.6690 / 0.4650 eV. As for the gap between HOMO and LUMO (alpha / beta): 7.88 / 7.84 eV. The calculation puts the energy above the lowest of the compared OMol25 structures with the same formula, charge and spin at 5.996 eV.